(1)
A molecular structure, C41H37ClFeN2O4, computed with ωB97M-V/def2-TZVPD.

Positions of all 86 atoms, in Å:
Fe1 -0.05 1.00 0.21
O1 0.12 -0.15 1.64
C1 -0.88 -0.78 2.38
C2 -2.25 -0.10 2.18
C3 -2.71 -0.20 0.77
C4 -3.86 -0.90 0.41
C5 -4.24 -0.93 -0.92
C6 -3.47 -0.26 -1.86
C7 -2.33 0.39 -1.44
C8 -1.39 1.08 -2.38
C9 -0.07 0.24 -2.50
O2 0.33 -0.15 -1.23
C10 1.02 1.08 -3.19
C11 0.74 2.06 -4.14
C12 1.77 2.80 -4.71
C13 3.08 2.58 -4.33
C14 3.36 1.61 -3.38
C15 2.34 0.86 -2.82
C16 -0.39 -1.02 -3.33
C17 -0.36 -1.03 -4.72
C18 -0.73 -2.17 -5.43
C19 -1.13 -3.31 -4.76
C20 -1.16 -3.31 -3.37
C21 -0.80 -2.17 -2.66
N1 -1.96 0.40 -0.16
C22 -1.01 -2.25 1.97
C23 -1.82 -3.12 2.69
C24 -1.98 -4.44 2.29
C25 -1.32 -4.90 1.16
C26 -0.50 -4.04 0.44
C27 -0.35 -2.72 0.84
C28 -0.44 -0.70 3.85
C29 -1.23 -0.20 4.88
C30 -0.75 -0.15 6.18
C31 0.52 -0.60 6.48
C32 1.32 -1.11 5.46
C33 0.84 -1.16 4.16
H1 -2.13 0.96 2.43
H2 -3.00 -0.54 2.83
H3 -4.43 -1.41 1.17
H4 -5.12 -1.48 -1.23
H5 -3.73 -0.26 -2.91
H6 -1.13 2.06 -1.98
H7 -1.86 1.22 -3.35
H8 -0.28 2.26 -4.43
H9 1.53 3.56 -5.44
H10 3.88 3.17 -4.76
H11 4.38 1.45 -3.04
H12 2.55 0.13 -2.04
H13 -0.03 -0.15 -5.26
H14 -0.69 -2.16 -6.51
H15 -1.41 -4.20 -5.31
H16 -1.47 -4.19 -2.83
H17 -0.81 -2.17 -1.58
H18 -2.32 -2.77 3.59
H19 -2.60 -5.11 2.87
H20 -1.44 -5.93 0.84
H21 0.01 -4.39 -0.45
H22 0.28 -2.04 0.28
H23 -2.22 0.18 4.68
H24 -1.38 0.26 6.96
H25 0.90 -0.55 7.49
H26 2.32 -1.45 5.67
H27 1.46 -1.55 3.37
Cl1 0.75 3.06 4.61
C34 0.86 2.67 2.87
C35 -0.33 3.23 2.09
O3 -0.76 4.34 2.33
O4 -0.81 2.47 1.15
H28 0.92 1.59 2.79
H29 1.78 3.12 2.49
C36 3.01 -0.22 0.88
C37 2.90 1.20 0.44
C38 3.93 2.09 0.25
C39 3.35 3.30 -0.22
C40 1.99 3.08 -0.30
C41 0.99 4.01 -0.91
N2 1.71 1.80 0.14
H30 4.07 -0.48 1.00
H31 2.56 -0.91 0.16
H32 2.51 -0.40 1.83
H33 4.98 1.89 0.43
H34 3.85 4.21 -0.51
H35 1.37 5.03 -0.87
H36 0.02 4.00 -0.41
H37 0.82 3.77 -1.97

Values from the calculation:
Energy relative to the best compared isomer or geometry (same formula, charge and spin) ... 0.000 eV
Expectation value of S² ... 1.0393
Multiplicity ... 2
Kohn-Sham gap (spin up / spin down) ... 0.2446 / 0.2445 Ha
E_HOMO (spin up / spin down) ... -4.2 / -4.2 eV
Total charge ... -1

---

(2)
A molecular structure, C41H37F5OP2Zn, computed with ωB97M-V/def2-TZVPD.

Positions of all 87 atoms, in Å:
Zn1 -0.75 -2.02 -4.00
C1 -2.95 -0.18 -5.65
C2 -2.55 -1.60 -5.68
C3 -1.67 -2.10 -6.77
C4 -0.19 -1.61 -6.72
C5 0.19 -1.10 -5.36
C6 -0.52 0.08 -4.81
C7 -0.81 1.13 -5.89
C8 -2.18 0.84 -6.52
C9 1.43 0.87 0.00
H1 -4.01 0.07 -5.61
H2 -3.43 -2.24 -5.52
H3 -2.13 -1.85 -7.74
H4 -1.66 -3.20 -6.70
H5 0.43 -2.51 -6.92
H6 -0.01 -0.86 -7.52
H7 1.25 -1.13 -5.12
H8 -0.05 0.50 -3.93
H9 -0.02 1.15 -6.65
H10 -0.83 2.13 -5.41
H11 -2.75 1.78 -6.53
H12 -2.11 0.51 -7.57
H13 0.90 1.82 -0.13
H14 2.00 0.88 0.94
H15 0.69 0.06 0.02
P1 -2.33 -0.21 -3.99
P2 2.55 0.64 -1.36
C10 0.87 -1.38 -2.69
C11 1.67 -0.29 -2.70
C12 -2.95 -1.78 -3.04
C13 -2.80 -3.15 -3.44
C14 -3.29 -4.20 -2.65
C15 -3.83 -3.92 -1.40
C16 -3.95 -2.60 -0.97
C17 -3.55 -1.54 -1.79
C18 -2.88 1.29 -3.16
C19 -2.00 2.27 -2.68
C20 -2.52 3.40 -2.04
C21 -3.91 3.54 -1.86
C22 -4.79 2.54 -2.32
C23 -4.26 1.42 -2.96
C24 3.90 -0.43 -0.88
C25 3.55 -1.72 -0.43
C26 4.48 -2.76 -0.53
C27 5.77 -2.50 -1.01
C28 6.15 -1.19 -1.33
C29 5.23 -0.14 -1.26
C30 3.01 2.22 -2.08
C31 2.66 3.44 -1.46
C32 2.90 4.64 -2.13
C33 3.49 4.64 -3.40
C34 3.87 3.44 -3.99
C35 3.65 2.23 -3.33
H16 1.08 -2.20 -2.01
H17 1.99 0.11 -3.68
H18 -2.37 -3.47 -4.41
H19 -3.20 -5.23 -3.01
H20 -4.13 -4.73 -0.74
H21 -4.37 -2.37 0.01
H22 -3.72 -0.52 -1.46
H23 -0.91 2.12 -2.77
H24 -1.83 4.16 -1.67
H25 -4.30 4.42 -1.36
H26 -5.86 2.62 -2.15
H27 -4.92 0.61 -3.28
H28 2.54 -1.91 -0.08
H29 4.18 -3.77 -0.26
H30 6.48 -3.32 -1.13
H31 7.17 -0.99 -1.67
H32 5.51 0.88 -1.51
H33 2.20 3.44 -0.47
H34 2.63 5.58 -1.65
H35 3.67 5.58 -3.92
H36 4.35 3.43 -4.97
H37 3.96 1.28 -3.79
F1 -2.07 -1.14 4.48
C36 -1.71 -1.46 3.23
C37 -1.98 -0.58 2.18
F2 -2.65 0.57 2.40
C38 -1.54 -0.88 0.91
F3 -1.70 0.03 -0.09
C39 -0.93 -2.14 0.59
O1 -0.63 -2.48 -0.59
C40 -0.70 -3.02 1.70
F4 -0.13 -4.22 1.45
C41 -1.06 -2.68 2.98
F5 -0.79 -3.52 4.00

Values from the calculation:
Energy relative to the best compared isomer or geometry (same formula, charge and spin) ... 3.243 eV
Kohn-Sham gap ... 0.2094 Ha
E_HOMO ... -6.0 eV
Total charge ... 0

---

(3)
A molecular structure, C41H37F5P2Sn, computed with ωB97M-V/def2-TZVPD.

Positions of all 86 atoms, in Å:
Sn1 1.91 -1.17 -0.61
C1 -2.63 0.33 5.82
C2 -3.06 0.16 4.57
C3 -3.68 1.15 3.62
C4 -2.69 2.11 2.92
C5 -1.66 2.79 3.77
C6 -1.86 3.27 5.00
C7 -2.96 2.88 5.93
C8 -2.73 1.54 6.68
C9 4.06 -1.34 -0.37
H1 -2.19 -0.53 6.34
H2 -2.99 -0.84 4.14
H3 -4.52 1.71 4.05
H4 -4.11 0.55 2.81
H5 -2.15 1.57 2.13
H6 -3.31 2.88 2.41
H7 -0.72 3.02 3.25
H8 -1.21 4.06 5.38
H9 -3.95 2.85 5.45
H10 -3.00 3.65 6.71
H11 -1.83 1.62 7.30
H12 -3.54 1.41 7.41
H13 4.27 -2.21 0.26
H14 4.42 -0.42 0.11
H15 4.52 -1.43 -1.35
P1 -0.19 -1.91 -1.68
P2 2.03 0.60 -2.36
C10 -0.63 -0.28 -2.33
C11 0.29 0.56 -2.84
C12 -0.39 -3.02 -3.11
C13 -1.42 -2.74 -4.01
C14 -1.64 -3.58 -5.10
C15 -0.83 -4.70 -5.30
C16 0.23 -4.95 -4.42
C17 0.47 -4.11 -3.33
C18 -1.58 -2.38 -0.58
C19 -2.15 -1.36 0.20
C20 -3.15 -1.67 1.12
C21 -3.56 -2.99 1.32
C22 -3.01 -4.00 0.53
C23 -2.06 -3.70 -0.45
C24 2.88 0.68 -3.97
C25 2.53 -0.24 -4.99
C26 2.76 0.08 -6.33
C27 3.40 1.28 -6.67
C28 3.89 2.11 -5.65
C29 3.68 1.79 -4.31
C30 2.32 2.21 -1.52
C31 3.49 2.48 -0.79
C32 3.67 3.73 -0.21
C33 2.69 4.72 -0.35
C34 1.50 4.43 -1.02
C35 1.30 3.17 -1.58
H16 -1.71 -0.08 -2.38
H17 0.05 1.27 -3.64
H18 -2.06 -1.86 -3.86
H19 -2.46 -3.36 -5.80
H20 -1.02 -5.37 -6.14
H21 0.87 -5.82 -4.58
H22 1.30 -4.29 -2.65
H23 -1.82 -0.33 0.09
H24 -3.64 -0.86 1.66
H25 -4.29 -3.22 2.10
H26 -3.34 -5.03 0.66
H27 -1.68 -4.47 -1.12
H28 2.04 -1.18 -4.73
H29 2.41 -0.58 -7.12
H30 3.53 1.56 -7.71
H31 4.41 3.04 -5.91
H32 4.09 2.42 -3.52
H33 4.25 1.70 -0.68
H34 4.58 3.93 0.36
H35 2.85 5.71 0.09
H36 0.72 5.19 -1.11
H37 0.35 2.93 -2.07
F1 0.75 -3.05 1.56
C36 0.72 -1.83 2.17
C37 1.17 -0.73 1.44
C38 1.36 0.45 2.16
F2 1.84 1.55 1.52
C39 1.13 0.52 3.53
F3 1.47 1.63 4.23
C40 0.61 -0.58 4.22
F4 0.34 -0.49 5.54
C41 0.38 -1.76 3.52
F5 -0.13 -2.83 4.17

Values from the calculation:
Energy relative to the best compared isomer or geometry (same formula, charge and spin) ... 0.000 eV
Kohn-Sham gap ... 0.2128 Ha
E_HOMO ... -12.5 eV
Total charge ... +2

---

(4)
A molecular structure, C41H37ILiN3O2P2, computed with ωB97M-V/def2-TZVPD.

Positions of all 87 atoms, in Å:
Li1 -0.13 -0.63 0.72
O1 -3.28 0.52 -0.79
C1 -3.55 0.12 -2.07
C2 -4.64 0.62 -2.77
C3 -4.82 0.26 -4.09
C4 -3.90 -0.56 -4.73
C5 -2.80 -1.02 -4.03
C6 -2.60 -0.69 -2.69
P1 -1.09 -1.22 -1.78
C7 0.19 -0.87 -3.04
C8 0.79 0.38 -2.94
C9 1.76 0.78 -3.86
C10 2.15 -0.09 -4.87
C11 1.57 -1.35 -4.96
C12 0.60 -1.74 -4.05
C13 -1.25 -3.05 -1.85
C14 -0.10 -3.83 -1.66
C15 -0.19 -5.21 -1.56
C16 -1.43 -5.83 -1.62
C17 -2.57 -5.07 -1.79
C18 -2.48 -3.69 -1.90
C19 -4.17 0.45 0.25
C20 -5.46 -0.02 0.16
C21 -6.25 -0.01 1.31
C22 -5.74 0.45 2.52
C23 -4.43 0.89 2.58
C24 -3.62 0.89 1.46
P2 -1.81 1.19 1.45
C25 -1.68 2.78 0.55
C26 -2.76 3.64 0.34
C27 -2.58 4.82 -0.37
C28 -1.33 5.15 -0.87
C29 -0.26 4.31 -0.66
C30 -0.43 3.12 0.04
C31 -1.48 1.66 3.18
C32 -1.07 0.64 4.04
C33 -0.80 0.90 5.37
C34 -0.91 2.19 5.86
C35 -1.29 3.22 5.01
C36 -1.57 2.95 3.68
H1 -5.33 1.29 -2.27
H2 -5.68 0.65 -4.64
H3 -4.04 -0.84 -5.77
H4 -2.07 -1.64 -4.54
H5 0.51 1.05 -2.14
H6 2.21 1.75 -3.77
H7 2.92 0.21 -5.57
H8 1.88 -2.03 -5.74
H9 0.16 -2.73 -4.13
H10 0.87 -3.35 -1.59
H11 0.71 -5.79 -1.43
H12 -1.50 -6.91 -1.55
H13 -3.55 -5.54 -1.84
H14 -3.39 -3.10 -2.02
H15 -5.86 -0.39 -0.77
H16 -7.27 -0.37 1.26
H17 -6.36 0.46 3.40
H18 -4.01 1.22 3.53
H19 -3.73 3.38 0.72
H20 -3.43 5.47 -0.54
H21 -1.20 6.07 -1.43
H22 0.72 4.56 -1.05
H23 0.41 2.46 0.20
H24 -0.94 -0.37 3.66
H25 -0.46 0.10 6.02
H26 -0.68 2.41 6.90
H27 -1.37 4.24 5.38
H28 -1.86 3.76 3.02
C37 -0.08 -5.87 2.74
N1 -0.55 -4.67 2.09
C38 -1.94 -4.30 1.90
C39 -1.78 -2.90 1.31
O2 -2.70 -2.20 0.96
N2 -0.44 -2.59 1.21
C40 0.21 -3.64 1.69
N3 1.55 -3.72 1.69
H29 -0.94 -6.44 3.09
H30 0.54 -5.63 3.61
H31 0.49 -6.50 2.06
H32 -2.51 -4.27 2.83
H33 -2.44 -4.94 1.17
H34 2.03 -2.82 1.72
H35 1.98 -4.43 2.26
I1 2.52 -0.63 3.27
C41 1.58 0.36 1.53
H36 2.48 0.63 0.97
H37 1.28 1.29 2.04

Values from the calculation:
Energy relative to the best compared isomer or geometry (same formula, charge and spin) ... 0.324 eV
Kohn-Sham gap ... 0.2603 Ha
E_HOMO ... -6.8 eV
Total charge ... 0

---

(5)
A molecular structure, C41H37IrN5O2S3Sb2, computed with ωB97M-V/def2-TZVPD.

Positions of all 91 atoms, in Å:
Ir1 0.54 1.20 -0.40
N1 2.64 2.50 3.31
C1 2.07 2.27 2.12
S1 2.31 0.74 1.36
N2 1.40 3.24 1.56
N3 0.69 3.07 0.45
C2 0.58 4.19 -0.27
C3 -0.24 4.49 -1.32
C4 -0.03 5.65 -2.11
C5 -0.55 5.76 -3.37
C6 -1.19 4.61 -3.95
C7 -1.55 3.59 -3.17
N4 -1.49 3.80 -1.71
H1 3.33 1.86 3.66
H2 2.57 3.42 3.72
H3 1.26 4.98 0.02
H4 0.64 6.40 -1.73
H5 -0.37 6.63 -3.98
H6 -1.28 4.54 -5.02
H7 -1.96 2.65 -3.49
C8 2.02 -3.00 -0.29
C9 1.44 -3.69 0.93
C10 1.50 -2.82 2.17
Sb1 -0.02 -1.28 2.04
C11 -1.65 -2.61 2.65
C12 -1.96 -2.74 3.99
C13 -2.92 -3.65 4.40
C14 -3.57 -4.43 3.46
C15 -3.27 -4.28 2.11
C16 -2.32 -3.36 1.70
C17 0.28 -0.32 3.96
C18 1.30 -0.69 4.81
C19 1.44 -0.05 6.03
C20 0.56 0.96 6.40
C21 -0.45 1.34 5.54
C22 -0.60 0.70 4.32
Sb2 0.94 -1.34 -1.25
C23 -0.89 -2.39 -1.72
C24 -2.02 -1.64 -2.05
C25 -3.22 -2.27 -2.33
C26 -3.29 -3.66 -2.32
C27 -2.16 -4.41 -2.05
C28 -0.96 -3.77 -1.76
C29 -1.52 1.57 -0.46
C30 -2.14 2.70 -0.97
C31 -3.52 2.90 -0.92
C32 -4.35 1.97 -0.33
C33 -3.78 0.83 0.20
C34 -2.41 0.65 0.13
H8 2.14 -3.72 -1.10
H9 3.00 -2.58 -0.06
H10 2.04 -4.59 1.10
H11 0.41 -4.01 0.76
H12 2.48 -2.35 2.26
H13 1.28 -3.40 3.07
H14 -1.44 -2.14 4.73
H15 -3.15 -3.75 5.45
H16 -4.30 -5.15 3.78
H17 -3.78 -4.89 1.38
H18 -2.11 -3.25 0.64
H19 2.00 -1.47 4.53
H20 2.22 -0.36 6.71
H21 0.68 1.45 7.35
H22 -1.14 2.12 5.82
H23 -1.40 0.98 3.64
H24 -1.94 -0.57 -2.09
H25 -4.09 -1.68 -2.57
H26 -4.23 -4.15 -2.53
H27 -2.20 -5.49 -2.07
H28 -0.08 -4.37 -1.58
H29 -2.16 4.58 -1.58
H30 -3.96 3.79 -1.35
H31 -5.42 2.12 -0.30
H32 -4.39 0.08 0.68
H33 -2.03 -0.28 0.54
O1 4.89 1.45 -0.82
S2 3.95 0.65 -1.53
O2 3.66 -0.66 -1.00
N5 2.48 1.41 -1.71
C35 2.08 1.31 -2.96
S3 0.47 1.56 -3.31
C36 3.06 0.83 -3.92
C37 2.90 0.64 -5.29
C38 3.92 -0.02 -5.98
C39 5.07 -0.43 -5.33
C40 5.25 -0.20 -3.97
C41 4.23 0.43 -3.29
H34 2.01 0.97 -5.78
H35 3.80 -0.22 -7.03
H36 5.84 -0.95 -5.88
H37 6.15 -0.51 -3.46

Values from the calculation:
Energy relative to the best compared isomer or geometry (same formula, charge and spin) ... 1.670 eV
Expectation value of S² ... 6.0825
Multiplicity ... 5
Kohn-Sham gap (spin up / spin down) ... 0.2384 / 0.2027 Ha
E_HOMO (spin up / spin down) ... -9.3 / -10.1 eV
Total charge ... +1

---

The records above give, respectively, F_max values of 0.3; 2.5; 2.6; 0.5; 1.9 eV Å⁻¹.